Density functional theory data (ωB97M-V/def2-TZVPD) for a structure of composition CH5N3 at a distorted geometry.

## Properties
Strongest force on any atom in hartree/bohr: 0.0776
Total charge: 0
Highest occupied orbital energy in eV: -10.177
Energy above the lowest of the compared OMol25 structures with the same formula, charge and spin in eV: 1.949
LUMO level in eV: 1.3
Total energy in Ha: -205.31947

```
9
CH5N3 | OMol25 | ωB97M-V/def2-TZVPD
C 0.13609 -1.61099 -0.06343
N -0.17953 -1.77460 -1.28404
N -3.10525 -0.67340 -0.33876
N -3.67069 0.19887 0.06975
H 3.38533 4.81748 1.25658
H 0.89171 -2.08262 0.62816
H -0.71730 -1.29846 0.49015
H 2.67987 4.53741 1.08634
H 0.57977 -2.11369 -1.84475
```